[1]
# C8H14NOP

A 2-piece molecular cluster, C8H14NOP overall at a distorted geometry (ωB97M-V with the def2-TZVPD basis set, the OMol25 dataset).

Summary:
Maximum force = 4.9 eV Å⁻¹
Energy = -21346.4661 eV
E_HOMO = -0.311 Eh
Structure (SMILES) = O=C1C=CCC1.C=NP(C)C
LUMO energy = 0.0291 hartree
Energy above the lowest of the compared OMol25 structures with the same formula, charge and spin = 62.8 kcal per mole

```
! wB97M-V def2-TZVPD RIJCOSX def2/J DEFGRID3
* xyz 0 1
C -2.183 1.464 -0.480
C -2.826 0.352 -0.862
C -1.874 1.374 0.959
C -2.584 -0.748 0.054
C -2.262 -0.029 1.399
C 3.875 0.591 0.313
C 1.546 0.121 -1.703
C 1.280 -2.099 0.325
N 2.863 0.056 0.836
O -2.709 -1.925 -0.152
P 1.320 -0.275 0.166
H -2.099 2.325 -1.023
H -3.234 0.270 -1.773
H -2.413 2.179 1.560
H -1.630 -0.714 2.028
H -3.259 -0.077 1.871
H -0.902 1.755 1.108
H 3.837 1.002 -0.701
H 4.802 0.948 0.964
H 0.633 -0.284 -2.230
H 1.610 1.167 -1.828
H 2.434 -0.178 -2.040
H 0.506 -2.348 -0.241
H 2.162 -2.508 0.135
H 1.108 -2.424 1.314
*
```

Taken from the natural (NBO) analysis, the atomic charges in e are: -0.06 -0.33 -0.46 0.56 -0.52 -0.05 -0.93 -0.90 -0.71 -0.55 0.94 0.20 0.21 0.22 0.25 0.24 0.24 0.13 0.17 0.24 0.22 0.21 0.23 0.22 0.24

***

[2]
# C60H141F9N10O23

A 12-piece molecular cluster, C60H141F9N10O23 overall at a distorted geometry (ωB97M-V with the def2-TZVPD basis set, the OMol25 dataset).

Summary:
Maximum force = 5.5 eV Å⁻¹
Energy = -150910.5045 eV
E_HOMO = -0.485 Eh
LUMO energy = -0.1886 hartree
Energy above the lowest of the compared OMol25 structures with the same formula, charge and spin = 35.6 kcal per mole

```
! wB97M-V def2-TZVPD RIJCOSX def2/J DEFGRID3
* xyz 4 1
C -21.476 -28.593 17.915
O -20.175 -29.054 18.111
C -20.085 -30.342 18.623
C -18.673 -30.745 18.473
N -17.862 -29.468 18.720
H -18.070 -28.870 17.901
H -18.297 -29.001 19.501
C -16.400 -29.572 18.734
C -15.826 -28.249 18.396
O -16.680 -27.864 17.301
C -16.127 -26.791 16.478
H -21.484 -27.638 17.405
H -22.058 -28.426 18.806
H -22.075 -29.316 17.340
H -20.694 -31.088 18.181
H -20.300 -30.236 19.689
H -18.476 -31.021 17.465
H -18.253 -31.589 19.119
H -16.150 -30.405 18.031
H -16.120 -29.903 19.705
H -14.796 -28.273 18.092
H -15.878 -27.569 19.209
H -16.473 -25.809 16.933
H -16.328 -26.880 15.398
H -15.103 -26.751 16.596
C -13.562 -18.102 9.416
O -12.909 -19.246 8.948
C -13.848 -20.299 8.829
C -13.407 -21.277 7.750
N -12.390 -22.250 8.150
H -11.686 -21.943 8.766
H -13.567 -23.281 9.116
C -11.747 -22.717 6.929
C -10.508 -23.475 7.334
O -9.467 -22.726 8.006
C -8.293 -23.464 8.141
H -14.516 -17.979 8.965
H -12.972 -17.247 9.190
H -13.764 -18.176 10.522
H -14.826 -19.968 8.511
H -14.029 -20.896 9.752
H -13.073 -20.641 6.897
H -14.179 -21.962 7.471
H -11.563 -22.003 6.116
H -12.403 -23.514 6.502
H -10.037 -24.009 6.474
H -10.705 -24.375 7.926
H -7.876 -23.673 7.166
H -8.394 -24.400 8.746
H -7.599 -22.936 8.771
C -10.551 -27.080 -1.205
O -10.955 -27.544 -2.534
C -10.391 -28.822 -2.926
C -11.206 -29.558 -4.003
N -12.705 -29.529 -3.678
H -12.720 -29.779 -2.696
H -12.967 -28.490 -3.699
C -13.892 -30.136 -4.398
C -15.036 -29.283 -3.885
O -14.505 -27.974 -4.172
C -15.323 -26.909 -3.561
H -9.506 -26.879 -1.204
H -10.927 -27.862 -0.508
H -11.073 -26.132 -0.988
H -10.240 -29.401 -2.033
H -9.404 -28.690 -3.410
H -10.833 -30.568 -4.127
H -11.104 -28.943 -4.909
H -13.920 -31.224 -4.268
H -13.713 -29.887 -5.485
H -15.285 -29.389 -2.853
H -15.914 -29.437 -4.520
H -15.574 -27.089 -2.541
H -16.215 -26.643 -4.132
H -14.675 -26.011 -3.661
C -21.901 -24.107 5.329
O -21.792 -23.433 4.102
C -20.555 -22.752 3.981
C -20.862 -21.669 2.930
N -22.104 -20.878 3.355
H -22.525 -20.459 2.513
H -22.858 -21.536 3.781
C -21.786 -19.846 4.420
C -23.096 -19.160 4.823
O -23.807 -20.273 5.319
C -25.185 -20.067 5.781
H -21.039 -24.735 5.519
H -22.842 -24.688 5.269
H -22.139 -23.339 6.094
H -19.733 -23.422 3.640
H -20.254 -22.250 4.882
H -21.064 -22.068 1.942
H -19.971 -21.050 2.846
H -21.123 -19.091 4.050
H -21.292 -20.329 5.249
H -23.744 -18.649 4.047
H -22.905 -18.465 5.626
H -25.778 -19.729 4.923
H -25.074 -19.249 6.498
H -25.500 -21.070 6.169
C -7.908 -12.707 3.329
O -7.708 -13.284 2.077
C -6.564 -12.707 1.463
C -6.302 -13.066 0.032
N -5.388 -14.289 -0.018
H -4.409 -14.042 -0.011
H -5.504 -14.894 0.805
C -5.582 -15.183 -1.283
C -5.139 -16.583 -1.005
O -5.985 -17.283 -0.197
C -5.720 -18.546 0.258
H -7.214 -11.990 3.787
H -8.227 -13.497 3.999
H -8.962 -12.163 3.180
H -5.682 -12.917 2.118
H -6.729 -11.635 1.590
H -5.717 -12.194 -0.300
H -7.100 -13.255 -0.705
H -5.166 -14.716 -2.186
H -6.625 -15.150 -1.281
H -4.065 -16.636 -0.877
H -5.334 -17.056 -2.127
H -5.855 -18.639 1.399
H -4.782 -18.837 -0.252
H -6.457 -19.310 -0.105
C -8.760 -27.388 8.988
O -9.489 -27.072 7.813
C -10.250 -28.217 7.475
C -11.228 -27.848 6.341
N -12.188 -28.861 6.120
H -11.647 -30.503 7.068
H -12.812 -28.786 6.916
C -12.968 -28.691 4.908
C -14.235 -29.559 4.877
O -15.228 -29.042 5.806
C -16.448 -29.828 5.798
H -9.379 -27.478 9.900
H -8.018 -26.596 9.075
H -8.213 -28.298 8.811
H -10.755 -28.554 8.398
H -9.641 -29.093 7.207
H -10.591 -27.762 5.508
H -11.636 -26.819 6.551
H -12.327 -28.927 4.056
H -13.264 -27.615 4.775
H -14.160 -30.633 5.131
H -14.621 -29.312 3.857
H -16.339 -30.598 6.612
H -16.858 -30.175 4.871
H -17.213 -29.206 6.202
C -18.830 -24.887 9.968
O -19.858 -23.948 10.102
C -20.002 -23.108 8.968
C -21.044 -22.062 9.337
N -20.762 -21.666 10.689
H -21.607 -21.292 11.223
H -20.538 -22.510 11.198
C -19.741 -20.592 11.037
C -20.460 -19.245 11.014
O -21.738 -19.394 11.579
C -22.393 -18.165 11.604
H -19.011 -25.357 8.907
H -19.108 -25.652 10.665
H -17.818 -24.531 10.144
H -20.370 -23.671 8.131
H -19.095 -22.591 8.614
H -21.967 -22.612 9.449
H -21.211 -21.345 8.578
H -18.981 -20.595 10.272
H -19.273 -20.835 12.000
H -20.505 -18.808 9.960
H -19.832 -18.502 11.620
H -22.596 -17.795 10.612
H -21.808 -17.409 12.198
H -23.280 -18.379 12.184
C -15.905 -26.445 8.261
C -14.957 -26.254 7.116
N -15.355 -25.107 6.214
C -15.765 -23.840 6.661
C -16.188 -23.170 5.536
N -16.069 -24.053 4.475
C -15.520 -25.246 4.947
C -16.315 -23.650 3.070
H -16.961 -26.746 7.946
H -16.073 -25.546 8.906
H -15.569 -27.282 8.919
H -14.916 -27.219 6.532
H -13.930 -25.911 7.495
H -15.787 -23.662 7.706
H -16.722 -22.246 5.439
H -15.450 -26.087 4.265
H -15.462 -23.217 2.631
H -17.196 -22.996 3.131
H -16.556 -24.469 2.433
N -14.909 -26.530 1.823
O -14.442 -26.185 0.746
O -16.153 -26.428 2.011
O -14.171 -26.925 2.794
C -12.797 -31.683 8.117
O -13.682 -31.919 7.076
O -11.580 -31.268 7.602
C -13.327 -30.769 9.141
F -12.425 -30.577 10.126
F -13.716 -29.552 8.610
F -14.402 -31.282 9.738
C -13.714 -33.297 6.662
C -15.081 -33.863 6.586
H -15.129 -34.827 6.059
H -15.463 -33.952 7.588
H -15.680 -33.265 5.928
H -12.944 -33.845 7.224
H -13.200 -33.315 5.653
H -12.549 -32.608 8.728
C -13.841 -24.218 10.858
O -13.789 -25.492 11.240
O -14.200 -23.919 9.494
C -14.868 -23.625 11.958
F -15.980 -24.392 12.026
F -14.262 -23.592 13.135
F -15.244 -22.402 11.609
C -12.767 -26.376 10.627
C -11.989 -27.157 11.670
H -12.703 -27.534 12.405
H -11.578 -27.979 11.090
H -11.152 -26.699 12.154
H -12.192 -25.798 9.919
H -13.386 -26.997 9.952
H -12.945 -23.669 10.996
C -19.133 -20.400 6.428
O -18.451 -20.728 5.197
O -20.216 -21.097 6.691
C -17.955 -20.541 7.500
F -18.322 -20.116 8.707
F -17.437 -21.819 7.650
F -16.913 -19.766 7.079
C -18.057 -19.599 4.374
C -17.291 -20.252 3.252
H -17.837 -20.904 2.569
H -16.705 -19.559 2.661
H -16.489 -20.950 3.654
H -17.436 -18.877 4.865
H -18.946 -19.068 3.989
H -19.297 -19.269 6.420
*
```

Atom charges from the Mulliken analysis, given in e for atoms 1 to 99: -0.79 -0.29 -0.65 -0.58 -0.19 0.58 0.36 -0.65 -0.51 -0.39 -0.85 0.27 0.34 0.30 0.47 0.37 0.38 0.35 0.31 0.41 0.45 0.36 0.29 0.30 0.35 -0.66 -0.41 -0.13 0.16 -0.34 0.27 -0.21 0.20 -0.76 -0.44 -0.49 0.23 0.33 0.27 0.13 0.13 0.44 -0.54 0.47 -0.13 0.51 -0.06 0.32 -0.01 0.34 -0.66 -0.35 -0.53 -0.64 -0.17 0.35 0.49 -0.58 -0.43 -0.46 -0.78 0.31 0.32 0.22 0.47 0.35 0.36 0.36 0.38 0.30 0.37 0.38 0.38 0.29 0.26 -0.66 -0.49 0.68 -0.85 -0.07 0.47 0.53 0.34 -0.99 -0.24 -0.76 0.33 0.37 0.18 0.56 -0.60 0.40 0.25 0.10 -0.05 0.43 0.46 0.29 0.29